This record from the Open Molecules 2025 dataset describes 2 unconnected molecules or ions with the total composition C2H4Cl. The level of theory is ωB97M-V with the def2-TZVPD basis set.

Each line ends with the Mulliken charge.
Element x y z (Å)
1 C -0.2613 -0.5420 1.0601  -0.476
2 C 0.5463 -0.2392 0.0425  -0.458
3 H -1.2894 -0.1645 1.0997  0.242
4 H 0.0804 -1.1769 1.8856  0.211
5 H 0.2046 0.3957 -0.7829  0.266
6 H 1.5745 -0.6167 0.0029  0.193
7 Cl -0.8551 2.3436 -3.3079  -0.978

Its LUMO energy is 3.887 eV. Its total charge is -1. The highest occupied orbital energy is -3.504 eV. For the energy above the lowest of the compared OMol25 structures with the same formula, charge and spin, the calculation gives 0.00 kcal per mole. The calculation puts the maximum force at 0.009 Eh/bohr. The value obtained for the orbital gap is 7.391 eV. As for the electronic energy: -538.8312 Eh.

***

This record from the Open Molecules 2025 dataset describes a molecular structure, C10H10N2NiO4 at a distorted geometry. The level of theory is ωB97M-V with the def2-TZVPD basis set.

Each line ends with the Mulliken charge.
Element x y z (Å)
1 Ni -0.0358 0.4952 -0.1472  -0.259
2 O -0.4612 -0.1301 -2.9107  -0.147
3 C -0.4378 -0.0143 -1.7567  0.554
4 C 0.4165 1.4448 1.3090  0.545
5 O 0.4031 2.0703 2.2842  -0.181
6 C -1.7441 1.0855 -0.0621  0.322
7 O -2.8972 1.2377 -0.1766  -0.164
8 C 1.8060 0.4720 -0.6344  0.039
9 O 2.7919 1.0733 -0.7068  -0.138
10 C 0.2047 2.9944 -1.8797  -0.561
11 H 0.9651 2.5869 -2.5698  0.400
12 H -0.8426 2.9017 -2.2319  0.385
13 C 0.4945 3.5870 -0.7235  -0.670
14 H -0.3114 3.9183 -0.0501  0.388
15 H 1.5237 3.7602 -0.3864  0.368
16 C 1.0284 -2.5750 -0.5852  -1.091
17 C 0.0900 -2.2085 0.5163  0.621
18 N -0.4031 -1.0026 0.7996  0.550
19 C -1.2046 -1.0880 1.9191  -0.262
20 C -1.2254 -2.3939 2.3141  -0.627
21 N -0.4081 -3.0639 1.4243  -0.065
22 H 1.8568 -3.1852 -0.1811  0.399
23 H 0.5058 -3.1386 -1.3853  0.325
24 H 1.5111 -1.6968 -1.0682  0.168
25 H -1.6834 -0.2263 2.3285  0.433
26 H -1.7529 -2.8373 3.1369  0.427
27 H -0.1902 -4.0668 1.4236  0.240

Its LUMO energy (spin up / spin down) is -8.625 / -10.472 eV. The expectation value of S² is 2.03. Its multiplicity is 3. Its total charge is +2. The highest occupied orbital energy (spin up / spin down) is -16.771 / -16.767 eV. For the energy above the lowest of the compared OMol25 structures with the same formula, charge and spin, the calculation gives 25.39 kcal per mole. The calculation puts the maximum force at 0.201 Eh/bohr. The value obtained for the orbital gap (spin up / spin down) is 8.146 / 6.295 eV. As for the electronic energy: -2305.0951 Eh.

***

This record from the Open Molecules 2025 dataset describes 2 unconnected molecules or ions with the total composition C6H12N6 at a distorted geometry. The level of theory is ωB97M-V with the def2-TZVPD basis set.

Each line ends with the Mulliken charge.
Element x y z (Å)
1 C 4.2474 -1.1553 -1.1471  -0.812
2 C 3.4652 -1.1726 -0.0881  0.163
3 N 2.3821 -0.3257 0.1356  -0.187
4 C 1.7344 -0.2143 1.3451  0.036
5 N 0.7875 0.5979 1.6092  -0.524
6 N 0.4557 1.4124 0.4860  -0.646
7 H 4.1129 -0.4308 -1.9592  0.244
8 H 5.0498 -1.8854 -1.2843  0.248
9 H 3.5720 -1.9028 0.7100  0.199
10 H 2.2325 0.4670 -0.5062  0.280
11 H 2.0644 -0.8952 2.1305  0.319
12 H -0.2326 2.0922 0.8329  0.342
13 H -0.0467 0.8339 -0.1900  0.427
14 C -2.2587 1.9932 -0.6488  -0.882
15 N -2.7668 0.6717 -0.3516  -0.131
16 N -1.9587 -0.2162 0.1793  -0.160
17 C -2.3849 -1.3988 0.4538  -0.177
18 C -3.7427 -1.8036 0.1987  0.133
19 N -4.8543 -2.0424 -0.0434  -0.416
20 H -3.0694 2.5866 -1.0852  0.355
21 H -1.9145 2.5071 0.2700  0.219
22 H -1.4322 1.9456 -1.3824  0.316
23 H -3.7433 0.4500 -0.5594  0.254
24 H -1.6993 -2.1144 0.8945  0.400

Its LUMO energy is 0.421 eV. Its total charge is 0. The highest occupied orbital energy is -8.084 eV. For the energy above the lowest of the compared OMol25 structures with the same formula, charge and spin, the calculation gives 87.64 kcal per mole. The calculation puts the maximum force at 0.026 Eh/bohr. The value obtained for the orbital gap is 8.505 eV. As for the electronic energy: -564.2392 Eh. Its SMILES is C=CN/C=N\N.CN/N=C\C#N.

***

This record from the Open Molecules 2025 dataset describes C4H9N3 in the gas phase at a distorted geometry. The level of theory is ωB97M-V with the def2-TZVPD basis set.

Each line ends with the Mulliken charge.
Element x y z (Å)
1 C -1.6091 0.0082 -0.9450  -0.779
2 N 0.0835 -1.0586 0.7291  -0.270
3 C 0.6360 0.0550 0.2561  0.485
4 N 0.8693 -2.1981 0.7205  -0.572
5 C -0.7437 1.9054 0.6908  -0.375
6 C 1.8929 0.3956 -0.1185  -1.051
7 N -0.4302 0.9446 -0.1209  -0.013
8 H 0.2876 -3.0192 0.8294  0.253
9 H 1.4854 -2.2892 -0.0865  0.187
10 H -2.2060 -0.5993 -0.2668  0.304
11 H -1.1150 -0.5934 -1.7045  0.276
12 H -2.1960 0.8129 -1.3715  0.355
13 H -0.1392 2.1051 1.5621  0.313
14 H -1.6073 2.5191 0.4884  0.264
15 H 2.0719 1.2987 -0.6777  0.279
16 H 2.7198 -0.2868 0.0148  0.344

Its LUMO energy (spin up / spin down) is -0.506 / 0.606 eV. Its total charge is 0. The highest occupied orbital energy (spin up / spin down) is -5.798 / -7.105 eV. For the energy above the lowest of the compared OMol25 structures with the same formula, charge and spin, the calculation gives 121.68 kcal per mole. The calculation puts the maximum force at 0.073 Eh/bohr. The value obtained for the orbital gap (spin up / spin down) is 5.291 / 7.711 eV. As for the electronic energy: -321.8964 Eh.

***

This record from the Open Molecules 2025 dataset describes a molecular structure, C23H55GaN5O10P2. The level of theory is ωB97M-V with the def2-TZVPD basis set.

Each line ends with the Mulliken charge.
Element x y z (Å)
1 C -2.2466 4.2998 0.1762  -1.159
2 C -1.0599 3.3466 -0.0512  0.170
3 C -1.3367 2.2492 -1.1104  -0.374
4 O -1.2183 0.9384 -0.6331  -0.365
5 Ga -2.6439 0.1843 0.3169  -0.623
6 C -2.2399 -1.8088 0.4673  -0.096
7 C -0.9541 -2.1345 1.2031  -0.666
8 O 0.1693 -1.7113 0.3966  -0.222
9 C 1.3084 -1.4638 1.0071  0.101
10 O 1.4746 -1.2451 2.1775  -0.518
11 P -3.0304 1.2814 2.3641  0.308
12 C -4.6265 0.6550 3.0514  -1.019
13 C -1.7956 0.6405 3.5823  -1.221
14 P -4.7529 0.3566 -0.8186  -0.047
15 O -4.4360 1.0595 -2.3212  -0.313
16 O -5.0529 -1.2375 -1.2428  -0.483
17 H -2.1821 5.1821 -0.4726  0.316
18 H -3.1837 3.7843 -0.0586  0.318
19 H -2.3030 4.6162 1.2209  0.276
20 H -0.1800 3.9169 -0.3719  0.241
21 H -0.8274 2.8320 0.8850  0.000
22 H -2.3318 2.4304 -1.5531  0.167
23 H -0.6151 2.3706 -1.9381  0.229
24 H -3.0718 -2.3287 0.9552  0.085
25 H -2.1619 -2.2035 -0.5580  0.355
26 H -0.8331 -3.2131 1.3806  0.399
27 H -0.9201 -1.6309 2.1711  0.186
28 H 2.1411 -1.4799 0.2900  0.408
29 H -4.6525 0.8899 4.1221  0.393
30 H -5.4579 1.1785 2.5721  0.333
31 H -4.7874 -0.4249 2.9485  0.215
32 H -0.7949 0.6828 3.1404  0.271
33 H -1.8161 1.2451 4.4947  0.426
34 H -1.9771 -0.4029 3.8719  0.285
35 H -5.1772 1.6458 -2.5103  0.272
36 H -4.3535 -1.5840 -1.8133  0.253
37 C 5.6224 -1.8617 5.4042  0.122
38 O 5.0076 -0.9412 5.9045  -0.583
39 N 5.5307 -2.2524 4.1196  0.175
40 C 6.3161 -3.3515 3.6022  -0.909
41 C 4.6212 -1.5521 3.2190  -1.026
42 H 6.3394 -2.4739 5.9830  0.236
43 H 6.9555 -3.0185 2.7817  0.325
44 H 5.6695 -4.1470 3.2256  0.305
45 H 6.9413 -3.7572 4.3970  0.307
46 H 4.8939 -0.4984 3.1540  0.306
47 H 3.5942 -1.6096 3.5726  0.372
48 H 4.6862 -2.0053 2.2330  0.355
49 C -2.5411 1.5283 -7.0658  0.117
50 O -2.7201 1.8996 -8.2140  -0.620
51 N -3.1783 0.4932 -6.4931  0.171
52 C -2.9317 0.0853 -5.1198  -0.914
53 C -4.1488 -0.2378 -7.2846  -0.974
54 H -1.8262 2.0226 -6.3878  0.291
55 H -2.5609 -0.9420 -5.0936  0.318
56 H -3.8405 0.1517 -4.5236  0.416
57 H -2.1872 0.7363 -4.6669  0.227
58 H -3.6789 -0.6658 -8.1714  0.296
59 H -4.9491 0.4236 -7.6192  0.302
60 H -4.5698 -1.0346 -6.6760  0.369
61 C 1.9083 6.9061 -0.7614  0.134
62 O 2.1225 6.4100 0.3240  -0.573
63 N 0.7942 7.5979 -1.0828  0.143
64 C 0.6096 8.1912 -2.3870  -0.918
65 C -0.2490 7.7445 -0.0805  -0.769
66 H 2.6288 6.8429 -1.5966  0.268
67 H 0.4890 9.2747 -2.3089  0.326
68 H -0.2730 7.7793 -2.8815  0.326
69 H 1.4805 7.9834 -3.0065  0.298
70 H 0.1477 8.2392 0.8069  0.310
71 H -0.6289 6.7694 0.2234  0.095
72 H -1.0621 8.3358 -0.4953  0.376
73 C 9.1230 -4.1806 0.6734  0.118
74 O 8.0051 -3.8616 0.3230  -0.572
75 N 10.1522 -3.3172 0.7994  0.114
76 C 11.4681 -3.7405 1.2230  -0.918
77 C 9.9129 -1.9155 0.4974  -0.908
78 H 9.3946 -5.2199 0.9269  0.286
79 H 11.7621 -3.2338 2.1447  0.335
80 H 12.2133 -3.5226 0.4547  0.331
81 H 11.4620 -4.8137 1.4049  0.291
82 H 9.1352 -1.5105 1.1451  0.255
83 H 9.5818 -1.7974 -0.5344  0.304
84 H 10.8348 -1.3588 0.6485  0.372
85 C -7.1431 -3.5998 1.6319  0.076
86 O -6.4228 -2.8644 2.2715  -0.551
87 N -6.7369 -4.3772 0.6053  0.203
88 C -7.6421 -5.2606 -0.0886  -0.934
89 C -5.3427 -4.3159 0.1914  -0.702
90 H -8.2212 -3.7118 1.8507  0.236
91 H -7.3122 -6.3000 -0.0085  0.319
92 H -7.7067 -4.9996 -1.1479  0.314
93 H -8.6365 -5.1787 0.3481  0.302
94 H -4.6922 -4.5775 1.0271  0.294
95 H -5.0900 -3.3082 -0.1376  0.139
96 H -5.1849 -5.0172 -0.6258  0.390

Its LUMO energy is 1.707 eV. Its total charge is -1. The highest occupied orbital energy is -3.701 eV. The calculation puts the maximum force at 0.018 Eh/bohr. The value obtained for the orbital gap is 5.408 eV. As for the electronic energy: -4543.1274 Eh.

***

This record from the Open Molecules 2025 dataset describes C9H12BrClS in the gas phase at a distorted geometry. The level of theory is ωB97M-V with the def2-TZVPD basis set.

Each line ends with the Mulliken charge.
Element x y z (Å)
1 C -1.0429 -1.5993 1.9343  -1.000
2 C -1.3918 -2.3404 0.5380  0.074
3 Cl -0.3881 -3.8724 0.3065  -0.165
4 C -1.3908 -1.3608 -0.7294  -0.794
5 S 0.3066 -1.0901 -1.4782  0.081
6 C 0.8063 0.5860 -0.7657  0.382
7 C 1.8991 0.7035 0.3235  -0.344
8 C 2.2078 2.1185 0.8740  -0.493
9 C 1.4026 3.3195 0.2961  -0.308
10 C 0.3112 3.2139 -0.7935  -0.468
11 C 0.0028 1.7962 -1.3522  -0.269
12 H -1.7826 -0.7443 2.1676  0.308
13 H 0.0409 -1.2469 1.9953  0.206
14 H -1.2025 -2.3895 2.7547  0.353
15 H -2.4814 -2.7074 0.6576  0.338
16 H -2.0865 -1.6657 -1.5769  0.548
17 H -1.7643 -0.3278 -0.3646  0.335
18 H 1.2282 -2.0027 -0.9866  0.278
19 H 2.4263 -0.2603 0.6683  0.274
20 H 2.9913 2.2179 1.6930  0.317
21 H 1.6254 4.3401 0.7420  0.303
22 H -0.3070 4.0731 -1.2071  0.325
23 H -0.7869 1.6028 -2.1676  0.362
24 Br -0.6236 -2.3640 -3.5293  -0.642

Its LUMO energy is -0.336 eV. Its total charge is 0. The highest occupied orbital energy is -7.320 eV. For the energy above the lowest of the compared OMol25 structures with the same formula, charge and spin, the calculation gives 114.16 kcal per mole. The calculation puts the maximum force at 0.090 Eh/bohr. The value obtained for the orbital gap is 6.984 eV. As for the electronic energy: -3782.3015 Eh.

***

This record from the Open Molecules 2025 dataset describes C4H9N3 in the gas phase at a distorted geometry. The level of theory is ωB97M-V with the def2-TZVPD basis set.

Each line ends with the Mulliken charge.
Element x y z (Å)
1 H 0.1479 -3.2365 -0.2598  0.241
2 N -0.0874 -2.3157 -0.5655  -0.549
3 C -0.1036 -1.3343 0.2038  -0.433
4 C -0.4759 -0.0048 -0.5223  0.299
5 C 0.7356 0.9009 -0.7593  -0.513
6 C 1.5517 0.8739 0.5800  -1.222
7 N -1.4963 0.6361 0.3708  0.209
8 N -2.6553 0.2793 0.2760  -0.826
9 H -3.4026 0.6740 1.0006  0.241
10 H 0.0379 -1.2195 1.2506  0.487
11 H -0.9750 -0.2984 -1.4533  0.331
12 H 1.2372 0.4502 -1.6855  0.302
13 H 0.3878 1.8481 -0.9863  0.389
14 H 0.7753 1.1780 1.2706  0.350
15 H 2.3478 1.6205 0.4911  0.361
16 H 1.9749 -0.0520 0.7884  0.333

Its LUMO energy is 0.989 eV. Its total charge is 0. The highest occupied orbital energy is -8.521 eV. For the energy above the lowest of the compared OMol25 structures with the same formula, charge and spin, the calculation gives 72.47 kcal per mole. The calculation puts the maximum force at 0.072 Eh/bohr. The value obtained for the orbital gap is 9.510 eV. As for the electronic energy: -321.9749 Eh. Its SMILES is [H]/N=C/[C@H](CC)/N=N/[H].

***

This record from the Open Molecules 2025 dataset describes a molecular structure, C3H3FN2O2 at a distorted geometry. The level of theory is ωB97M-V with the def2-TZVPD basis set.

Each line ends with the Mulliken charge.
Element x y z (Å)
1 C -0.3429 -0.3252 0.1293  0.562
2 C -1.7810 0.0717 0.0988  0.909
3 C 2.0068 0.2303 -0.2211  -0.642
4 N -2.9242 -0.7234 -0.0393  -0.204
5 N -2.7250 -0.1754 1.0709  -0.225
6 O -0.1056 -1.4034 0.6348  -0.530
7 O 0.5715 0.5305 -0.2496  -0.278
8 F -1.9632 1.6440 -0.7085  -0.434
9 H 2.5825 0.5799 0.6482  0.280
10 H 2.5296 0.5140 -1.1256  0.288
11 H 2.1515 -0.9430 -0.2380  0.275

Its LUMO energy is -0.974 eV. Its total charge is 0. The highest occupied orbital energy is -11.646 eV. For the energy above the lowest of the compared OMol25 structures with the same formula, charge and spin, the calculation gives 111.98 kcal per mole. The calculation puts the maximum force at 0.100 Eh/bohr. The value obtained for the orbital gap is 10.672 eV. As for the electronic energy: -475.8307 Eh.

***

This record from the Open Molecules 2025 dataset describes C4H8O2 in the gas phase. The level of theory is ωB97M-V with the def2-TZVPD basis set.

Each line ends with the Mulliken charge.
Element x y z (Å)
1 C 0.9614 -0.5297 -1.5334  -0.912
2 C 0.2597 0.6744 -0.8964  -0.333
3 O -0.9997 0.1844 -0.4162  -0.403
4 C -1.2790 0.1281 0.9589  -0.314
5 C -0.1033 -0.1970 1.8630  0.058
6 O 0.1165 0.3960 2.8912  -0.464
7 H 0.3035 -1.3495 -1.2483  0.294
8 H 1.9656 -0.7316 -1.1488  0.291
9 H 0.9956 -0.4946 -2.6265  0.283
10 H 0.8653 1.1382 -0.1027  0.317
11 H 0.0413 1.4597 -1.6310  0.323
12 H -2.0038 -0.6928 1.0904  0.267
13 H -1.7500 1.0479 1.3269  0.268
14 H 0.5324 -1.0528 1.5464  0.325

Its LUMO energy is 0.920 eV. Its total charge is 0. The highest occupied orbital energy is -9.866 eV. For the energy above the lowest of the compared OMol25 structures with the same formula, charge and spin, the calculation gives 46.46 kcal per mole. The calculation puts the maximum force at 0.011 Eh/bohr. The value obtained for the orbital gap is 10.786 eV. As for the electronic energy: -307.6384 Eh. Its SMILES is CCOCC=O.